Entry 1:
The following is a DFT calculation (the ωB97M-V functional and the def2-TZVPD basis) of a 2-piece molecular cluster, C3H4ClNOS overall at a distorted geometry.

Positions of all 11 atoms, in Å:
C -0.148374 1.672303 0.481207
C 1.186403 -0.265354 -0.401695
C 0.394393 0.419381 0.653714
N -0.524333 2.760477 0.260975
O -1.270798 -2.354489 -0.311517
S -1.656026 -1.175828 0.514888
Cl -2.840316 -0.028180 -0.676053
H 1.346886 -1.316609 -0.334231
H 0.889983 -0.050947 -1.512996
H 2.176514 0.226506 -0.346951
H 0.445665 0.112745 1.672659

Atoms 1-2, force components in eV/Å:
-0.66 2.83 -1.00
0.82 1.96 -2.37

The calculation puts the frontier orbital gap (spin up / spin down) at 7.979 / 7.508 eV. The value obtained for the strongest force on any atom is 3.19 eV/A.

natural (NBO) population analysis, charges in e, atoms 1 to 4: atom 1 (C): 0.19, atom 2 (C): -0.67, atom 3 (C): -0.25, atom 4 (N): -0.26

Entry 2:
The following is a DFT calculation (the ωB97M-V functional and the def2-TZVPD basis) of a 11-piece molecular cluster, C24H76N6O11 overall at a distorted geometry.

Positions of all 117 atoms, in Å:
O -29.669100 -20.452400 21.016450
H -29.958260 -21.194080 21.548000
H -29.383850 -20.845140 20.191460
O -30.758430 -17.159140 22.280810
H -31.507200 -16.969040 21.715630
H -30.491500 -18.045060 22.035620
O -29.879990 -25.287000 19.203420
H -30.534140 -25.661560 19.793350
H -29.582450 -26.026980 18.674130
O -34.574990 -15.964670 21.024520
H -34.887830 -16.854630 21.186820
H -35.254430 -15.567010 20.480030
O -28.163270 -21.872080 18.026640
H -27.427300 -22.298010 17.587150
H -28.890140 -22.487040 17.928100
C -29.264460 -29.317960 15.003790
C -29.921180 -28.933500 16.292590
C -30.526820 -30.172820 17.081200
O -31.348060 -30.950390 16.330920
C -32.146600 -31.769160 17.178090
N -28.784940 -28.419090 17.025620
H -28.490560 -30.081060 15.086540
H -28.932260 -28.439780 14.450120
H -30.072050 -29.674930 14.364680
H -30.770460 -28.267630 16.139460
H -31.115000 -29.819210 17.928010
H -29.790300 -30.904650 17.412970
H -32.808690 -32.342300 16.529050
H -32.827180 -31.197280 17.808860
H -31.597400 -32.472440 17.804090
H -28.242180 -27.762060 16.483550
H -28.113890 -29.173760 17.042000
C -23.422360 -12.114680 18.729140
C -24.067100 -13.487390 18.270620
C -25.615260 -13.664200 18.546130
O -25.875390 -15.104650 18.381000
C -27.259270 -15.323360 18.680730
N -23.708880 -13.676790 16.896000
H -22.337570 -12.200480 18.666190
H -23.680140 -11.728310 19.715230
H -23.717860 -11.402060 17.959110
H -23.453240 -14.261910 18.730410
H -26.239400 -13.077950 17.871700
H -25.813520 -13.359740 19.573790
H -27.417140 -16.397710 18.775250
H -27.951010 -14.868370 17.971810
H -27.556480 -15.068340 19.697950
H -24.346440 -13.101170 16.364700
H -23.865740 -14.617760 16.564220
C -27.839920 -21.887940 11.704750
C -28.593300 -23.179670 11.513570
C -28.209580 -23.895070 10.161840
O -28.369270 -22.933730 9.116780
C -29.727700 -22.648780 8.750120
N -28.480250 -24.044760 12.695210
H -28.171880 -21.276320 12.543690
H -27.916360 -21.213530 10.851860
H -26.764380 -21.923700 11.878060
H -29.664030 -22.988670 11.441720
H -28.848920 -24.762590 9.998250
H -27.159340 -24.183510 10.205330
H -30.287900 -23.521460 8.414420
H -29.652440 -21.898750 7.962790
H -30.245150 -22.132410 9.558640
H -29.032900 -23.557880 13.386310
H -29.015320 -24.827360 12.346870
C -36.203840 -18.345400 25.246950
C -34.706270 -18.532990 25.136020
C -34.432040 -19.555460 24.038100
O -34.878780 -19.040550 22.767700
C -34.698610 -20.101250 21.834840
N -34.119580 -17.226960 24.749630
H -36.557070 -17.588900 25.947700
H -36.763170 -19.233720 25.540420
H -36.635990 -18.032650 24.296400
H -34.293590 -18.901880 26.075010
H -34.729930 -20.562840 24.328850
H -33.344770 -19.574910 23.963380
H -33.666430 -20.441390 21.751220
H -35.080360 -19.825750 20.851740
H -35.285960 -20.958220 22.164570
H -33.195310 -17.331000 24.355930
H -34.658420 -16.894380 23.962770
C -36.003100 -25.052690 12.068530
C -34.848980 -26.026300 11.810850
C -34.975720 -27.338040 12.593760
O -34.895270 -27.108750 13.977290
C -35.264090 -28.232260 14.701900
N -34.784690 -26.152080 10.324330
H -35.687560 -24.036800 11.830790
H -36.182790 -24.983510 13.141380
H -36.962610 -25.408800 11.693570
H -33.882740 -25.561270 12.006450
H -34.203110 -28.059140 12.326960
H -35.927350 -27.853150 12.462720
H -34.954950 -28.095510 15.738150
H -34.846850 -29.174270 14.346060
H -36.331290 -28.422480 14.815890
H -34.177390 -26.923160 10.086130
H -35.678000 -26.601020 10.180990
C -34.281910 -22.960930 16.634210
C -32.975660 -22.512860 15.860180
C -32.356490 -21.279700 16.595960
O -33.276240 -20.264350 16.467450
C -32.867070 -18.965040 16.901410
N -32.014390 -23.636050 15.791390
H -34.984290 -22.185150 16.329350
H -34.248560 -22.983490 17.723470
H -34.544670 -23.971050 16.320030
H -33.317850 -22.214140 14.869330
H -31.463010 -20.994260 16.040710
H -31.946910 -21.346630 17.603860
H -32.921870 -18.851610 17.984100
H -33.582150 -18.220170 16.552240
H -31.850020 -18.741040 16.579620
H -32.474820 -24.433100 15.375670
H -31.903270 -23.902460 16.759260

Atoms 1-2, force components in eV/Å:
-0.22 0.31 0.18
-0.03 -0.18 0.17

The calculation puts the frontier orbital gap at 9.110 eV. The value obtained for the strongest force on any atom is 3.12 eV/A. The structure (SMILES) is COC[C@H](C)N.COC[C@H](C)N.COC[C@H](C)N.COC[C@H](C)N.COC[C@H](C)N.COC[C@H](C)N.O.O.O.O.O.

Mulliken population analysis, charges in e, atoms 1 to 4: atom 1 (O): -0.59, atom 2 (H): 0.30, atom 3 (H): 0.30, atom 4 (O): -0.65

Entry 3:
The following is a DFT calculation (the ωB97M-V functional and the def2-TZVPD basis) of a 7-piece molecular cluster, C54H63F16NO3S2 overall at a distorted geometry.

Positions of all 139 atoms, in Å:
C -1.254388 -4.844360 -2.431706
O -0.347583 -3.967719 -3.178783
C 0.945125 -4.596478 -3.065208
C 1.893315 -4.382813 -4.323320
C 2.065903 -2.869544 -4.794873
C 2.058711 -1.783306 -3.619666
C 0.834142 -0.791157 -3.875921
C 0.308335 -0.013344 -2.583261
C -1.256856 0.324720 -2.862196
C -1.648860 1.625390 -2.005213
C -2.591581 1.114870 -0.801434
C -3.015622 2.375747 0.089151
C -1.776516 2.959586 0.953127
N -2.375110 3.602014 2.164143
C -1.760859 4.920053 2.498001
C -0.155153 4.908323 2.572681
C 0.323052 6.091648 3.504869
C 1.867262 6.367452 3.624733
C 2.864819 5.155381 3.439271
F 4.158815 5.748710 3.620676
F 2.833966 4.777890 2.090618
C 2.782505 3.996647 4.507401
F 3.447327 4.485423 5.658227
F 1.479649 3.720797 4.973957
S 3.564880 2.347232 4.080058
F 4.598424 2.462807 5.399958
F 2.448518 1.582509 5.080838
F 2.542916 2.061976 2.818133
F 4.757879 2.988202 3.151929
F 4.224277 0.852661 3.796749
S -2.451057 2.547162 3.510231
O -3.753044 2.812702 4.224989
O -2.478698 1.101129 3.086275
F -1.247983 2.852577 4.622196
H -1.443904 -5.729205 -3.121092
H -0.754659 -5.276365 -1.495665
H -2.200627 -4.312800 -2.109205
H 0.763603 -5.729494 -2.989800
H 1.526259 -4.307324 -2.133254
H 2.885289 -4.937075 -4.168102
H 1.393003 -4.934766 -5.195274
H 1.303389 -2.576591 -5.577938
H 3.087423 -2.809134 -5.315175
H 3.010895 -1.156489 -3.759451
H 2.118647 -2.206693 -2.572554
H 1.191964 0.015337 -4.610701
H -0.017908 -1.326245 -4.417924
H 0.824164 1.010309 -2.555185
H 0.435493 -0.591064 -1.616125
H -1.848108 -0.581384 -2.528131
H -1.403706 0.539574 -3.977782
H -0.733963 2.105700 -1.517867
H -2.259022 2.386435 -2.597088
H -3.538962 0.652213 -1.253690
H -2.085768 0.296713 -0.202136
H -3.812007 1.986703 0.816890
H -3.458529 3.219097 -0.527199
H -1.068460 2.094056 1.204519
H -1.213902 3.692804 0.294727
H -2.032492 5.647696 1.662908
H -2.207554 5.294032 3.483181
H 0.183936 3.870074 2.871609
H 0.209985 5.057542 1.495259
H -0.205279 7.043385 3.142716
H -0.095652 5.913220 4.556568
H 2.093759 6.863195 4.631504
H 2.156197 7.146319 2.835810
F 2.341438 -4.673249 -7.262504
C 3.597244 -5.135610 -7.358789
C 3.889894 -6.408561 -6.896478
C 5.190369 -6.889622 -7.000675
C 6.184623 -6.088602 -7.555837
C 5.879131 -4.810086 -8.011964
C 4.576853 -4.331947 -7.918353
H 3.104375 -7.014202 -6.459848
H 5.429164 -7.887044 -6.649152
H 7.199708 -6.463226 -7.632616
H 6.655249 -4.185862 -8.440326
H 4.318950 -3.342391 -8.276278
F 7.238390 1.441030 11.028760
C 6.936012 2.248031 9.998774
C 5.789304 2.006701 9.259743
C 5.473852 2.845446 8.196457
C 6.314125 3.908846 7.878198
C 7.465567 4.137973 8.624824
C 7.776298 3.306491 9.695097
H 5.151952 1.169239 9.517357
H 4.576273 2.670953 7.617083
H 6.069262 4.559946 7.045573
H 8.121232 4.964128 8.373259
H 8.664010 3.475110 10.292849
F -2.856511 8.021451 2.085027
C -2.738062 9.082449 2.903634
C -1.514388 9.722770 3.014165
C -1.393676 10.822233 3.856882
C -2.494625 11.261295 4.586624
C -3.716917 10.606571 4.470583
C -3.841668 9.514077 3.620071
H -0.666371 9.361473 2.444009
H -0.443000 11.335812 3.945366
H -2.398414 12.116265 5.247063
H -4.572439 10.947046 5.042692
H -4.787790 8.997624 3.510863
F -2.778689 -7.399920 -2.295807
C -3.272921 -7.981510 -3.403076
C -4.489457 -8.640758 -3.340510
C -5.001256 -9.237602 -4.487826
C -4.285600 -9.177112 -5.680957
C -3.062540 -8.516084 -5.729888
C -2.555309 -7.909947 -4.586253
H -5.027929 -8.684436 -2.401290
H -5.956157 -9.749823 -4.452324
H -4.683651 -9.646733 -6.574139
H -2.506369 -8.472533 -6.654553
H -1.608577 -7.383680 -4.608641
F -5.086664 7.405693 6.482289
C -5.953174 6.382118 6.584473
C -6.897328 6.389306 7.598257
C -7.796041 5.333194 7.700245
C -7.733036 4.277866 6.794128
C -6.776900 4.280110 5.783313
C -5.885278 5.340684 5.674142
H -6.925528 7.215357 8.298957
H -8.544100 5.331856 8.485017
H -8.431758 3.452313 6.877272
H -6.725727 3.456081 5.080667
H -5.139923 5.362718 4.888036
F -2.178380 -9.974479 -8.000702
C -0.930195 -10.469846 -8.063064
C -0.679405 -11.743376 -7.579641
C 0.610803 -12.256879 -7.648686
C 1.636685 -11.486923 -8.190339
C 1.373023 -10.207092 -8.668026
C 0.080971 -9.696740 -8.609505
H -1.488941 -12.324311 -7.154064
H 0.817134 -13.255364 -7.280355
H 2.643749 -11.886969 -8.239678
H 2.173607 -9.606880 -9.085892
H -0.144566 -8.705526 -8.984693

Atoms 1-2, force components in eV/Å:
0.16 -0.51 -0.15
0.49 -1.07 1.32

The calculation puts the frontier orbital gap at 8.105 eV. The value obtained for the strongest force on any atom is 7.19 eV/A. The structure (SMILES) is COCCCCCCCCCCCN(CCCCC(F)(F)C(F)(F)S(F)(F)(F)(F)F)S(=O)(=O)F.Fc1ccccc1.Fc1ccccc1.Fc1ccccc1.Fc1ccccc1.Fc1ccccc1.Fc1ccccc1.

Mulliken population analysis, charges in e, atoms 1 to 4: atom 1 (C): -0.43, atom 2 (O): -0.27, atom 3 (C): -0.55, atom 4 (C): -0.36

Entry 4:
The following is a DFT calculation (the ωB97M-V functional and the def2-TZVPD basis) of a 6-piece molecular cluster, CH14O6 overall.

Positions of all 21 atoms, in Å:
C 1.078480 1.568351 1.646079
O 0.010053 1.045559 0.894900
H 1.758751 2.118139 1.002767
H 1.656093 0.808038 2.174870
H 0.747580 2.280209 2.410847
H -0.702399 0.736805 1.476026
H 0.940598 -2.099764 0.829122
H 0.269727 -2.369375 2.163911
O 0.074817 -2.111028 1.255831
H 2.551214 -1.123705 -1.797696
H 2.305071 -2.595691 -1.317145
O 2.535025 -1.703063 -1.027847
H -0.624728 -0.159028 -3.517743
H -0.026325 0.878186 -2.673015
O 0.114021 -0.051415 -2.906832
H -1.583086 -1.146293 1.486270
H -2.938122 -1.702656 1.917915
O -2.486201 -0.879664 1.706838
H -1.848298 3.133468 -1.124033
H -0.788069 2.113119 -0.698870
O -1.253750 2.463109 -1.470484

Atoms 1-2, force components in eV/Å:
0.16 0.40 0.82
-0.38 0.08 -0.25

The calculation puts the frontier orbital gap at 11.099 eV. The value obtained for the strongest force on any atom is 0.92 eV/A. The structure (SMILES) is CO.O.O.O.O.O.

natural (NBO) population analysis, charges in e, atoms 1 to 4: atom 1 (C): -0.24, atom 2 (O): -0.74, atom 3 (H): 0.18, atom 4 (H): 0.16

These records have relative energy (zero: lowest compared OMol25 entry of this formula, charge and spin) values of 237.2, 400.0, 538.1, 66.2 kJ/mol, in the order they appear.